1.
{
  "formula": "C33H55NP2Yb",
  "method": "the ωB97M-V functional and the def2-TZVPD basis",
  "gap_ev": [6.14, 6.11],
  "multiplicity": 2,
  "homo_ev": [-9.81, -9.81],
  "e_above_lowest_ev": 1.169,
  "energy_ha": -3186.0891,
  "lumo_energy_ev": [-3.7, -3.7],
  "total_charge": 1,
  "species": ["H", "C", "H", "C", "H", "H", "C", "C", "H", "C", "H", "H", "H", "C", "H", "H", "H", "H", "H", "H", "H", "C", "H", "H", "C", "C", "H", "C", "H", "H", "C", "C", "H", "C", "C", "Yb", "H", "C", "C", "C", "H", "H", "H", "C", "H", "C", "C", "P", "H", "H", "H", "H", "H", "C", "H", "H", "H", "H", "C", "C", "H", "C", "C", "C", "H", "H", "H", "C", "H", "H", "C", "P", "C", "H", "H", "H", "H", "H", "H", "C", "C", "N", "H", "C", "H", "C", "H", "H", "H", "H", "H", "H"],
  "xyz": [[-0.429, 5.049, 1.943], [1.158, 0.597, -2.448], [4.945, -1.601, 0.104], [2.065, -1.822, -2.743], [-1.025, 6.092, -4.894], [-3.812, -3.438, 0.239], [2.581, -5.419, 3.491], [-1.932, 5.770, -4.349], [-4.039, 2.811, 1.410], [-0.359, 5.380, -1.462], [-2.632, -2.643, -1.605], [3.007, 0.623, 0.380], [-2.878, 4.049, -6.041], [-1.013, 3.720, -3.271], [2.734, -5.249, 2.418], [-2.284, -1.122, -2.496], [3.423, -6.001, 3.890], [1.712, -1.028, 1.300], [-4.734, -2.939, 1.682], [1.681, -3.236, 0.406], [0.009, -1.083, -3.022], [-0.126, 5.673, -0.107], [0.534, 1.386, -2.886], [-1.254, 2.645, -3.303], [-5.303, -0.267, 2.439], [4.419, -0.584, 2.583], [-5.708, 2.267, 1.235], [-0.603, 4.812, 0.883], [-2.801, 6.048, -4.960], [3.036, -1.369, -2.498], [2.271, -4.472, 6.085], [-3.583, 0.537, -0.773], [1.285, -4.927, 6.220], [1.047, -0.718, -3.148], [-3.353, -0.866, -0.690], [-2.382, 0.026, 1.067], [5.411, -0.486, 2.123], [-4.736, 2.295, 0.729], [-3.862, -2.694, 1.051], [1.595, -2.714, -1.645], [5.182, -4.114, 2.627], [1.279, -3.718, -1.956], [0.012, 3.824, -3.696], [-2.350, -1.587, -1.501], [2.256, -2.461, -3.625], [4.905, -3.210, 3.186], [4.526, -2.534, 0.499], [3.687, -2.218, 2.126], [4.424, -2.759, 5.267], [-2.951, -2.812, 1.677], [3.046, -5.221, 6.286], [2.378, -3.651, 6.801], [2.033, 1.971, -1.112], [1.914, 0.920, -1.388], [3.777, -2.906, -0.214], [-4.839, 2.914, -0.164], [3.438, -0.544, -0.856], [-1.106, 3.915, -6.090], [-1.515, 3.359, -0.830], [1.577, -1.011, 0.201], [-0.060, 6.070, -2.244], [-4.011, -1.339, 0.474], [-4.324, 0.923, 0.373], [1.674, -2.417, -0.336], [-2.170, 2.385, -1.188], [1.654, -5.988, 3.628], [0.400, 6.596, 0.171], [4.276, -3.561, 4.529], [0.560, -0.584, 0.069], [-2.501, 0.952, -2.576], [-4.599, -0.229, 1.134], [2.404, -3.797, 4.375], [-0.992, 4.170, -1.814], [-1.318, -1.585, -1.081], [5.808, -2.597, 3.327], [-6.120, 0.465, 2.459], [3.768, 0.234, 2.256], [1.151, -0.557, -4.239], [4.713, -4.483, 4.942], [2.583, -0.015, -0.417], [-1.359, 3.676, 0.518], [-1.970, 4.330, -4.188], [4.512, -0.548, 3.677], [-2.006, 3.680, -5.493], [-2.077, 2.591, -5.402], [-3.045, 1.441, -1.767], [-1.975, 6.288, -3.388], [-5.748, -1.255, 2.618], [-1.842, 3.086, 1.309], [-4.650, -0.031, 3.294], [-3.782, 2.138, -2.189], [5.308, -3.298, 0.592]],
  "atomic_forces_ev_per_a": [[-0.1, -0.1, -0.6], [0.2, 0.7, 0.3], [0.1, -0.3, 0.0], [-0.6, 0.4, -1.0], [0.0, 0.1, 0.1], [0.1, 0.1, 0.4], [-0.4, 0.1, -0.1], [0.1, -0.2, -0.2], [-0.2, 0.0, -0.2], [-0.1, -0.6, 0.8], [0.2, 0.2, -0.1], [-0.2, -0.4, -0.3], [0.1, -0.1, 0.0], [0.2, -0.2, -0.8], [0.0, -0.1, 0.2], [0.1, -0.4, 0.3], [-0.2, 0.1, -0.1], [0.0, -0.1, -0.5], [0.5, 0.0, -0.2], [-0.7, 0.5, -0.4], [0.4, -0.1, -0.1], [-0.2, 0.1, -0.4], [0.5, -0.1, 0.0], [0.2, 0.3, 0.1], [-0.5, 0.0, 0.4], [-0.2, 0.2, -0.1], [0.2, 0.1, -0.1], [-0.3, -0.3, 0.1], [0.2, 0.1, 0.3], [-0.4, -0.2, -0.1], [-0.3, -0.1, 0.1], [-0.9, 0.2, -1.0], [0.1, 0.0, 0.1], [-0.2, -0.6, -0.3], [-1.4, -0.3, -0.8], [7.2, 1.3, 4.0], [-0.2, 0.1, 0.2], [-0.4, 0.7, 0.2], [-0.3, -0.7, 0.0], [0.4, -0.6, 0.8], [-0.1, 0.2, 0.2], [0.6, 0.1, 0.3], [-0.1, 0.0, 0.3], [0.2, -0.5, -0.5], [-0.2, 0.3, 0.3], [-0.3, 0.2, -0.3], [-0.1, 0.0, -0.4], [1.7, -0.7, 0.3], [0.1, -0.1, -0.2], [-0.2, -0.1, -0.1], [-0.2, 0.1, 0.0], [-0.1, -0.1, -0.1], [-0.5, -0.1, -0.2], [-0.2, 0.2, -0.4], [0.6, 0.1, 0.2], [0.1, 0.0, 0.1], [-0.3, 0.2, 0.2], [-0.1, -0.1, 0.0], [-0.1, -0.2, 0.6], [0.8, 0.2, 0.8], [0.2, -0.1, 0.1], [-1.3, -0.4, -0.9], [-1.6, 0.0, -0.7], [-1.7, -0.5, -0.3], [1.1, 1.3, 0.5], [0.2, 0.0, -0.2], [-0.2, -0.5, -0.1], [-0.5, 0.4, 0.1], [0.2, -0.3, -0.3], [0.2, 0.2, 0.2], [-1.6, -0.6, -0.7], [1.2, -0.8, 0.7], [0.3, 0.8, -0.9], [-0.2, 0.0, 0.0], [-0.1, -0.3, -0.2], [0.2, -0.1, 0.1], [0.3, 0.0, 0.2], [0.0, 0.2, 0.5], [-0.2, 0.3, 0.0], [0.3, 0.5, 0.2], [0.4, 0.5, 0.1], [-0.8, -0.2, 0.5], [0.0, 0.1, -0.3], [0.2, 0.2, 0.2], [0.0, 0.2, 0.1], [-1.6, -1.2, -1.3], [-0.1, -0.1, -0.2], [0.2, 0.3, 0.0], [0.2, 0.1, -0.2], [-0.1, -0.1, 0.0], [0.4, 0.1, 0.3], [-0.1, 0.3, 0.0]]
}

---

2.
{
  "formula": "C37H86N10O3S",
  "method": "the ωB97M-V functional and the def2-TZVPD basis",
  "gap_ev": 8.30,
  "multiplicity": 1,
  "homo_ev": -7.89,
  "energy_ha": -2632.7606,
  "lumo_energy_ev": 0.4,
  "smiles": "N[C@@H](CC(N)(N)N)OC(=O)CCCCCCCSc1nnco1.CCN(CC)CC.CCN(CC)CC.CCN(CC)CC.CCN(CC)CC",
  "species": ["H", "C", "H", "H", "N", "H", "H", "H", "H", "N", "C", "H", "C", "H", "C", "H", "H", "C", "H", "C", "N", "H", "H", "H", "H", "H", "C", "C", "H", "H", "H", "C", "C", "C", "H", "H", "C", "H", "H", "H", "H", "H", "H", "H", "O", "H", "H", "C", "H", "H", "H", "H", "C", "C", "H", "H", "C", "C", "H", "H", "H", "S", "C", "C", "H", "H", "H", "H", "H", "O", "C", "H", "H", "H", "H", "H", "H", "H", "H", "H", "H", "N", "H", "H", "H", "H", "H", "H", "C", "N", "H", "C", "H", "N", "H", "H", "C", "H", "H", "H", "H", "C", "C", "O", "N", "C", "C", "H", "H", "H", "H", "C", "C", "C", "C", "C", "H", "H", "H", "H", "H", "N", "H", "H", "C", "C", "C", "H", "H", "N", "H", "H", "H", "C", "C", "N", "H"],
  "xyz": [[-8.799, 2.906, 0.374], [3.008, -1.654, -4.770], [10.136, -3.993, -1.710], [-1.611, 3.257, -3.513], [3.700, -0.445, 1.499], [6.395, -3.681, 2.409], [1.672, -4.309, 1.387], [3.245, -0.740, -2.847], [-3.012, 5.178, -6.646], [-4.055, 1.461, 4.405], [-5.906, 4.024, -3.982], [-9.809, 6.581, 0.194], [1.782, -2.976, -2.268], [9.023, -5.186, 2.047], [2.491, -4.533, 3.359], [-2.868, -3.805, 3.046], [8.922, -4.960, -2.555], [5.345, 0.147, 3.184], [-0.109, -3.852, 3.821], [4.260, -3.035, 4.363], [-3.299, 0.383, 3.973], [8.815, -3.582, 2.683], [-7.860, 2.839, 3.355], [6.049, -0.493, 2.661], [3.939, -1.160, -5.055], [8.934, -5.601, -0.217], [-3.991, 4.982, -6.200], [-2.248, -3.009, 2.646], [-2.796, 2.888, -4.759], [4.079, -0.172, 6.115], [6.218, -2.132, 0.983], [6.971, -4.587, 2.226], [4.662, -0.726, 4.232], [1.298, -4.531, 2.386], [2.339, -1.597, -5.627], [-5.442, 3.393, -3.226], [-3.185, 0.510, 2.708], [-4.092, -2.039, 2.137], [-3.303, 3.113, -3.079], [-5.045, 5.794, -3.104], [5.518, -0.917, 6.055], [3.928, -2.676, -2.006], [6.442, -2.789, -0.642], [-10.633, 4.055, 2.965], [5.205, -2.047, 4.113], [-2.743, 5.499, -3.138], [-4.904, 6.777, -6.996], [-9.724, 5.617, 0.700], [-6.846, 2.823, -1.138], [2.617, -2.371, 3.219], [0.535, -2.538, 2.847], [-0.629, -1.969, -2.555], [0.061, -1.645, -3.341], [-0.217, -2.484, -4.594], [-5.954, 3.941, -0.102], [-4.155, 3.895, -6.279], [2.421, -0.967, -3.529], [3.045, -2.935, -1.421], [-1.294, -2.548, -4.760], [3.546, -0.221, 0.526], [3.217, 1.523, 3.637], [-2.347, -0.457, 1.535], [9.066, -4.184, -1.803], [8.324, -2.348, 0.395], [8.584, -3.278, -2.175], [3.728, 2.605, 2.502], [2.020, 0.008, -3.814], [6.493, -5.152, 1.425], [0.964, -3.341, -1.640], [-3.812, 1.621, 2.246], [-2.626, 3.471, -3.853], [6.905, -5.190, 3.135], [5.890, 0.956, 3.652], [-0.826, -3.094, 0.999], [-6.056, 5.463, -6.713], [-9.866, 4.842, -0.053], [3.829, -3.225, 2.327], [0.887, -5.538, 2.382], [3.583, -0.733, 4.100], [-3.163, -2.506, 0.756], [8.619, -1.761, 1.269], [5.193, 1.318, 1.084], [6.722, -1.082, -0.324], [-8.366, 4.437, 3.813], [1.915, -3.723, -3.067], [2.795, -0.526, 1.943], [-10.162, 2.648, 3.897], [3.137, -5.370, 3.125], [-5.206, 5.384, -4.104], [-7.895, 4.200, 1.801], [7.403, -4.834, -0.613], [4.394, 0.682, 2.127], [-8.339, 6.172, 2.258], [4.945, -0.223, 5.592], [-6.946, 4.172, -3.683], [-1.216, -4.671, 1.682], [-8.355, 5.515, 1.385], [-5.917, 3.478, -4.927], [-7.349, 2.307, 1.166], [2.946, -2.212, -0.611], [-0.204, -0.603, -3.545], [-6.952, 3.647, -0.432], [-2.779, 4.978, -4.099], [4.319, -3.681, 5.370], [8.746, -3.722, 0.613], [-9.938, 3.217, 2.993], [-4.314, 2.156, 3.371], [4.622, 1.981, 0.576], [-7.605, 5.934, 0.709], [0.216, -2.038, -5.488], [-1.897, 5.324, -4.648], [-3.079, -2.092, 1.755], [-7.807, 3.207, 0.746], [-5.041, 5.696, -7.039], [-1.042, -3.627, 1.923], [3.265, -3.238, 3.256], [-10.546, 5.557, 1.412], [0.159, -3.503, -4.499], [8.919, -1.939, -0.426], [3.227, -3.916, -0.978], [-4.864, 3.071, 3.337], [1.399, -1.674, -2.777], [3.241, -2.704, -4.586], [2.095, -4.673, 4.359], [-8.477, 3.683, 3.029], [6.841, -2.085, 0.091], [0.208, -3.575, 2.817], [5.971, 1.817, 1.491], [-4.955, 5.383, -8.080], [-3.948, 5.441, -4.825], [-1.868, -2.412, 3.468], [-5.901, 6.082, -4.579], [-7.397, 4.482, -0.974], [8.480, -4.641, -0.475], [8.437, -4.270, 1.922], [3.428, 1.658, 2.659], [-10.142, 2.568, 2.141]],
  "atomic_forces_ev_per_a": [[0.0, 0.0, 0.0], [0.0, 0.1, 0.0], [0.0, 0.0, 0.0], [0.0, 0.0, 0.0], [0.0, 0.0, 0.3], [0.0, 0.0, -0.1], [-0.1, 0.0, -0.3], [0.0, -0.1, 0.0], [0.1, 0.0, 0.1], [-0.1, -0.2, 0.8], [0.0, 0.0, 0.1], [0.0, 0.0, 0.0], [0.1, -0.1, 0.0], [0.0, 0.0, -0.1], [-0.8, 0.3, -0.3], [-0.2, 0.0, 0.2], [0.0, 0.0, 0.0], [0.0, -0.5, -0.3], [0.1, 0.0, 0.3], [0.4, -0.2, 0.3], [0.1, -0.3, 0.6], [0.0, 0.1, -0.1], [0.0, 0.0, -0.1], [0.2, 0.0, -0.1], [0.0, 0.0, 0.0], [0.0, 0.0, 0.1], [-0.1, 0.0, -0.1], [0.4, 0.1, -0.5], [0.0, 0.0, 0.0], [0.1, -0.1, 0.2], [-0.1, -0.1, -0.1], [-0.1, 0.0, 0.2], [1.0, 0.7, 0.7], [0.6, 0.0, 0.5], [0.0, -0.1, 0.0], [0.0, -0.1, -0.1], [0.0, -0.1, -0.5], [-0.2, 0.5, 0.1], [0.0, 0.0, 0.0], [0.1, 0.0, 0.0], [0.2, 0.0, 0.1], [0.0, 0.0, 0.0], [0.0, 0.0, 0.0], [0.0, 0.0, -0.1], [-0.8, -0.2, 0.0], [-0.1, 0.0, 0.0], [0.0, 0.0, 0.0], [0.0, 0.1, 0.0], [0.0, 0.0, 0.0], [-0.2, 0.1, 0.0], [0.2, 0.2, 0.1], [0.1, 0.0, 0.0], [-0.2, 0.0, 0.0], [-0.1, 0.1, 0.0], [0.0, 0.0, 0.0], [0.0, 0.0, 0.0], [0.2, 0.1, 0.0], [0.0, 0.0, 0.0], [0.0, 0.0, 0.0], [-0.1, 0.0, -0.1], [0.0, 0.1, 0.1], [0.2, 0.2, -0.4], [0.0, 0.0, 0.0], [-0.1, 0.2, -0.2], [0.0, 0.0, 0.0], [0.2, 0.1, 0.2], [-0.1, 0.0, 0.0], [0.0, 0.0, 0.0], [-0.1, 0.0, -0.1], [-0.1, 0.3, -0.5], [0.0, 0.0, 0.1], [0.0, 0.0, 0.0], [0.0, 0.2, 0.2], [0.0, 0.0, -0.2], [0.0, 0.0, 0.0], [0.0, 0.0, 0.0], [0.1, 0.2, -0.2], [-0.1, -0.2, -0.2], [-0.2, -0.1, -0.2], [0.1, 0.0, -0.3], [0.0, -0.1, 0.1], [0.0, -0.2, 0.2], [0.0, 0.0, 0.0], [0.0, 0.1, -0.1], [0.0, 0.0, 0.0], [-0.2, 0.0, -0.2], [0.0, 0.0, 0.0], [0.2, -0.2, 0.1], [-0.3, 0.1, 0.0], [0.1, 0.0, 0.2], [0.0, 0.0, 0.0], [0.3, 0.5, -0.5], [0.0, -0.1, 0.1], [-0.6, -0.1, -0.4], [0.0, 0.0, 0.0], [-0.2, -0.1, -0.2], [0.0, 0.2, -0.2], [0.0, 0.0, 0.0], [-0.1, 0.0, 0.1], [0.0, 0.0, 0.0], [0.1, 0.0, 0.0], [0.0, 0.0, 0.0], [0.2, 0.0, 0.0], [0.0, 0.1, -0.2], [0.1, 0.1, 0.1], [0.0, 0.0, 0.1], [0.0, 0.0, -0.1], [0.0, 0.0, -0.1], [0.0, -0.1, 0.0], [0.1, 0.0, 0.0], [0.0, 0.0, -0.1], [-0.2, -0.6, 0.4], [0.0, 0.0, -0.1], [0.0, 0.0, 0.0], [0.5, 0.2, 0.6], [0.5, -0.3, 0.0], [0.0, -0.1, 0.0], [0.0, 0.0, 0.0], [0.0, -0.1, 0.0], [0.0, 0.0, 0.0], [-0.2, 0.3, -0.2], [-0.1, 0.1, 0.0], [0.0, 0.0, 0.0], [0.1, -0.1, 0.3], [0.0, -0.1, 0.1], [0.1, 0.1, 0.0], [-0.6, -0.2, -0.4], [0.1, 0.1, 0.0], [0.0, 0.0, 0.0], [0.1, 0.0, 0.1], [-0.2, 0.0, 0.3], [0.0, 0.0, -0.1], [0.0, 0.0, 0.0], [-0.1, 0.0, -0.1], [0.0, -0.1, 0.1], [-0.3, -0.3, -0.1], [0.0, 0.0, 0.0]]
}

---

3.
{
  "formula": "C4H9NO2",
  "method": "the ωB97M-V functional and the def2-TZVPD basis",
  "gap_ev": 10.74,
  "multiplicity": 1,
  "homo_ev": -9.91,
  "e_above_lowest_ev": 0.844,
  "energy_ha": -363.0545,
  "lumo_energy_ev": 0.8,
  "smiles": "C[C@@H](O)CNC=O",
  "species": ["N", "C", "H", "H", "C", "H", "O", "C", "H", "H", "C", "H", "O", "H", "H", "H"],
  "xyz": [[1.623, -0.051, 0.088], [2.192, 1.131, 0.461], [0.049, 0.141, 1.415], [2.149, -0.642, -0.543], [-2.133, -0.679, -0.071], [0.053, 1.313, -1.282], [3.256, 1.547, 0.048], [0.317, -0.483, 0.549], [0.371, -1.523, 0.896], [-2.387, -0.020, 0.768], [-0.742, -0.306, -0.547], [1.549, 1.685, 1.181], [-0.806, 1.062, -0.918], [-2.843, -0.495, -0.886], [-0.456, -0.948, -1.405], [-2.190, -1.731, 0.245]],
  "atomic_forces_ev_per_a": [[0.1, 0.1, 0.1], [0.1, 0.0, -0.2], [0.0, -0.2, -0.3], [0.0, 0.2, 0.1], [0.1, 0.0, 0.0], [-0.1, 0.0, 0.0], [-0.4, -0.2, 0.2], [0.0, 0.0, 0.1], [-0.1, 0.1, -0.1], [-0.1, -0.2, -0.1], [0.0, -0.3, 0.2], [0.3, -0.1, -0.2], [0.2, -0.1, -0.2], [0.1, -0.1, 0.2], [-0.1, 0.3, 0.2], [0.0, 0.3, -0.1]]
}